The following is a quantum chemistry calculation of a structure of composition C28H21N10O3S5Zr, from the OMol25 dataset.

Atoms and positions in Å:
1 Zr 1.1424 -2.4746 -0.4682
2 S 5.2379 -7.9576 -0.7510
3 C 4.5033 -6.5092 -0.7242
4 S 3.7873 -5.7755 -2.1244
5 C 3.2913 -4.2703 -1.3756
6 C 3.5670 -4.1484 -0.0434
7 S 3.1830 -2.7765 0.9630
8 S 4.3824 -5.5131 0.6892
9 S 2.4747 -3.1037 -2.4154
10 C 4.2824 1.8254 1.3571
11 N 3.4970 1.0530 0.3923
12 C 2.3861 0.3510 0.5568
13 N 2.0791 -0.2697 -0.5825
14 C 3.0835 0.1196 -1.4290
15 N 3.9441 0.9252 -0.8763
16 C 3.4715 2.8132 2.1610
17 C 3.9504 3.2323 3.3988
18 C 3.2796 4.2110 4.1173
19 C 2.1054 4.7610 3.6258
20 C 1.6110 4.3217 2.4047
21 C 2.3012 3.3643 1.6668
22 C 0.3448 4.8291 1.8832
23 N -0.2733 5.9323 2.1083
24 N -1.4440 5.8892 1.3575
25 C -1.4415 4.7598 0.7449
26 O -0.3344 4.0240 1.0238
27 C -2.4242 4.1649 -0.1572
28 C -3.3046 4.9515 -0.8855
29 C -4.1978 4.3383 -1.7533
30 C -4.2105 2.9595 -1.8904
31 C -3.3395 2.1691 -1.1448
32 C -3.4177 0.6669 -1.2910
33 N -2.4063 -0.0546 -0.5242
34 C -1.1170 -0.2082 -0.7738
35 N -0.5843 -1.0197 0.1418
36 C -1.6478 -1.3284 0.9481
37 N -2.7591 -0.7581 0.5749
38 C -2.4503 2.7770 -0.2791
39 H 5.0319 2.3288 0.7506
40 H 4.8010 1.1258 2.0122
41 H 1.8414 0.2998 1.4855
42 H 3.1639 -0.2109 -2.4496
43 H 4.8597 2.7988 3.8001
44 H 3.6677 4.5367 5.0732
45 H 1.5623 5.5122 4.1842
46 H 1.9163 3.0670 0.6998
47 H -3.2776 6.0279 -0.7784
48 H -4.8830 4.9422 -2.3331
49 H -4.9085 2.4943 -2.5781
50 H -3.3183 0.3580 -2.3318
51 H -4.3670 0.2875 -0.9201
52 H -0.5995 0.2435 -1.6044
53 H -1.5800 -1.9783 1.8058
54 H -1.7716 2.1898 0.3249
55 C -4.1538 -4.2465 -2.3974
56 N -2.8931 -4.3613 -1.6596
57 C -2.7109 -5.3353 -0.7353
58 C -1.5942 -5.4289 0.0322
59 C -0.6014 -4.4605 -0.2326
60 O 0.5035 -4.3025 0.4260
61 N -0.7538 -3.5526 -1.2025
62 C -1.9378 -3.3570 -1.8540
63 O -2.1679 -2.3795 -2.5429
64 H -4.6008 -5.2327 -2.4876
65 H -3.9443 -3.8474 -3.3835
66 H -4.8382 -3.5743 -1.8818
67 H -3.5355 -6.0285 -0.6343
68 H -1.4636 -6.1877 0.7862

Forces on the atoms, in the same order (eV/Å):
0.8 -0.2 0.0
0.0 0.0 0.0
0.1 -0.1 0.0
-0.2 0.1 -0.1
0.0 0.0 0.3
-0.1 0.0 -0.3
-0.2 0.1 -0.1
-0.2 0.1 0.2
0.0 0.2 0.1
0.0 0.0 0.0
0.0 0.0 0.0
0.0 0.1 0.0
-0.1 -0.1 -0.1
0.0 0.0 0.0
0.0 0.0 0.0
0.0 0.0 0.0
0.0 0.0 0.0
0.0 0.0 0.0
0.0 0.0 0.0
0.0 0.0 0.0
0.0 0.0 0.0
-0.1 -0.1 -0.1
0.0 0.0 0.0
0.0 0.0 0.0
0.1 0.0 0.0
0.0 0.0 0.0
0.0 0.0 0.0
0.0 0.0 0.0
0.0 0.0 0.0
0.0 0.0 0.0
0.0 0.0 0.0
0.1 0.0 0.0
0.0 0.0 0.0
-0.1 -0.1 0.0
0.1 -0.1 0.0
0.0 0.0 0.0
0.0 0.0 0.0
0.0 0.0 0.0
0.0 0.0 0.0
0.0 0.0 0.0
0.0 0.0 0.0
0.0 0.0 0.0
0.0 0.0 0.0
0.0 0.0 0.0
0.0 0.0 0.0
0.0 0.0 0.0
0.0 0.0 0.0
0.0 0.0 0.0
0.0 0.0 0.0
0.0 0.0 0.0
0.0 0.0 0.0
0.0 0.0 0.0
0.0 0.0 0.0
0.0 0.0 0.0
0.0 0.0 0.0
0.0 0.0 0.0
0.0 0.1 0.0
0.0 0.0 0.0
0.0 -0.1 0.0
-0.2 -0.1 0.1
0.0 0.3 0.1
0.0 0.0 0.0
0.0 -0.1 0.0
0.0 0.0 0.0
0.0 0.0 0.0
0.0 0.0 0.0
0.0 0.0 0.0
0.0 0.0 0.0

Output
LUMO ... -3.5 eV
E_HOMO ... -0.369 Ha
Total energy ... -105876.0372 eV
Orbital gap ... 6.562 eV
Net charge ... +1

Atomic partial charges in e from the natural (NBO) method, atoms 1 to 4: Zr 1.846; S 0.040; C -0.588; S 0.487

---

The following is a quantum chemistry calculation of a cluster of 2 separate species, C5H10O2 in total, from the OMol25 dataset.

Atoms and positions in Å:
1 C -1.8875 1.6847 0.3521
2 C -1.3310 0.3458 -0.0340
3 C -0.4419 0.1228 -0.9976
4 O 0.1531 -1.1238 -1.1249
5 C 1.5898 -1.2234 -1.1285
6 H -2.9497 1.7584 0.1051
7 H -1.7911 1.8358 1.4367
8 H -1.3453 2.5029 -0.1338
9 H -1.6259 -0.4984 0.5894
10 H -0.1183 0.9027 -1.6915
11 H 2.1219 -0.2790 -0.9273
12 H 1.9416 -1.9583 -0.3810
13 H 1.8854 -1.6019 -2.1061
14 C 0.9499 -0.6311 1.5160
15 O 0.4387 0.4518 1.6294
16 H 0.3651 -1.5674 1.4310
17 H 2.0452 -0.7216 1.4649

Forces on the atoms, in the same order (eV/Å):
-0.1 0.0 -0.2
-0.1 -0.1 -0.5
0.0 0.2 0.3
0.2 -0.1 0.2
0.0 0.0 -0.3
0.0 0.1 0.0
0.0 -0.2 -0.3
-0.2 -0.1 0.0
0.1 0.1 -0.1
0.1 -0.2 0.2
-0.4 -0.1 -0.1
-0.4 0.2 -0.3
0.1 0.1 -0.1
0.1 0.4 0.5
0.6 -0.4 0.7
0.0 0.2 0.1
0.0 -0.1 0.1

Output
LUMO ... 0.8 eV
E_HOMO ... -0.308 Ha
Total energy ... -9439.3639 eV
Orbital gap ... 9.220 eV
SMILES ... C/C=C/OC.C=O
ΔE to the lowest compared entry with this formula, charge and spin ... 355.0 kJ/mol

Atomic partial charges in e from the natural (NBO) method, atoms 1 to 4: C -0.638; C -0.192; C 0.083; O -0.553